[1]
ORCA calculation (the ωB97M-V functional and the def2-TZVPD basis) on a structure of composition C19H28AlIN3O3S.

The calculation puts the HOMO energy (spin up / spin down) at -6.4 / -7.7 eV. For the molar mass, the calculation gives 532.4 g mol⁻¹. The value obtained for the lowest unoccupied orbital energy (spin up / spin down) is -0.1 / -0.3 eV. Its HOMO-LUMO gap (spin up / spin down) is 6.37 / 7.33 eV. The energy above the lowest of the compared OMol25 structures with the same formula, charge and spin comes out at 10.3 kcal per mole.

ORCA input file:
```
! wB97M-V def2-TZVPD RIJCOSX def2/J DEFGRID3
* xyz 0 2
Al 0.23 -0.62 -0.78
O 1.80 -0.03 -1.49
N 2.70 0.80 -0.95
C 3.95 0.27 -0.87
C 4.99 0.98 -0.36
C 4.74 2.29 0.08
C 3.48 2.81 -0.01
C 2.40 2.06 -0.54
S 0.83 2.68 -0.69
H 4.00 -0.74 -1.23
H 5.97 0.53 -0.31
H 5.54 2.89 0.50
H 3.25 3.81 0.32
C 1.28 0.65 2.86
C 0.34 -0.41 2.30
C 0.67 -1.79 2.83
O 0.38 -0.36 0.91
H 1.25 0.67 3.95
H 1.02 1.64 2.48
H 2.30 0.43 2.54
H -0.68 -0.17 2.63
H 1.74 -2.01 2.71
H 0.10 -2.57 2.32
H 0.45 -1.85 3.90
C -2.15 1.77 0.91
N -2.73 2.46 -0.29
C -2.43 3.92 -0.27
C -2.30 1.82 -1.61
C -2.66 0.37 -1.61
C -4.01 0.08 -1.80
C -4.48 -1.21 -1.70
C -3.58 -2.22 -1.40
C -2.23 -1.93 -1.25
C -1.70 -0.62 -1.34
H -2.48 2.31 1.80
H -1.06 1.79 0.82
H -2.50 0.74 0.92
H -3.74 2.34 -0.24
H -1.35 4.05 -0.31
H -2.82 4.35 0.65
H -2.90 4.39 -1.13
H -1.24 2.00 -1.70
H -2.84 2.38 -2.37
H -4.70 0.88 -2.06
H -5.53 -1.43 -1.85
H -3.91 -3.25 -1.30
H -1.57 -2.76 -1.03
N 2.26 -2.93 0.11
C 1.37 -3.24 -0.88
O 0.60 -2.30 -1.32
C 1.27 -4.54 -1.38
I -0.54 -5.39 0.55
H 2.02 -2.11 0.65
H 2.55 -3.72 0.68
H 2.00 -5.28 -1.11
H 0.64 -4.71 -2.24
*
```

Results of the Mulliken charge analysis, in e, for atoms 1 through 8:
1 Al -0.5561
2 O -0.3112
3 N 0.3950
4 C -0.2706
5 C -0.8494
6 C -0.1639
7 C -0.7456
8 C 0.5400

[2]
ORCA calculation (the ωB97M-V functional and the def2-TZVPD basis) on a structure of composition C19H28AuBF3N6 in a non-equilibrium geometry.

The calculation puts the HOMO energy at -4.4 eV. For the molar mass, the calculation gives 605.2 g mol⁻¹. The value obtained for the lowest unoccupied orbital energy is 3.0 eV. Its HOMO-LUMO gap is 7.36 eV.

ORCA input file:
```
! wB97M-V def2-TZVPD RIJCOSX def2/J DEFGRID3
* xyz -1 1
Au 0.12 0.07 0.85
C 4.79 0.97 1.07
C 4.03 -0.34 0.87
C 3.19 -0.70 2.11
C 3.24 -0.33 -0.44
C 3.77 0.07 -1.69
C 2.79 -0.23 -2.60
N 1.62 -0.55 -1.92
N 1.93 -0.64 -0.60
B 0.23 -0.43 -2.55
N -0.54 -1.61 -2.02
C -1.22 -2.55 -2.81
C -1.85 -3.44 -1.99
C -1.54 -3.01 -0.67
N -0.84 -1.88 -0.70
C -2.03 -3.57 0.65
C -3.48 -3.28 0.77
C -1.26 -3.03 1.85
N -0.45 0.88 -2.16
C -0.90 1.93 -2.94
C -1.41 2.89 -2.12
C -1.25 2.39 -0.78
N -0.64 1.20 -0.84
C -1.63 3.00 0.53
C -0.94 4.36 0.69
C -3.17 3.21 0.60
H 5.49 0.88 1.90
H 4.13 1.80 1.34
H 5.35 1.15 0.11
H 4.75 -1.16 0.70
H 2.55 0.12 2.42
H 3.89 -0.82 2.93
H 2.60 -1.64 2.00
H 4.74 0.54 -1.89
H 2.77 -0.08 -3.66
H 0.29 -0.45 -3.78
H -1.14 -2.46 -3.90
H -2.47 -4.29 -2.29
H -1.83 -4.66 0.57
H -3.58 -2.19 0.76
H -3.84 -3.64 1.76
H -4.07 -3.72 -0.05
H -1.70 -2.07 2.15
H -0.20 -2.90 1.62
H -1.32 -3.72 2.69
H -0.95 1.81 -4.03
H -1.81 3.85 -2.43
H -1.39 2.33 1.39
H -1.21 4.98 -0.21
H 0.15 4.18 0.70
H -1.22 4.91 1.60
H -3.44 3.94 -0.22
H -3.49 3.57 1.57
H -3.69 2.30 0.30
F -1.73 0.43 2.97
C -0.35 0.41 2.81
F 0.14 -0.43 3.75
F 0.03 1.68 3.26
*
```

Results of the Mulliken charge analysis, in e, for atoms 1 through 8:
1 Au 1.0371
2 C -1.2946
3 C 0.9772
4 C -1.4068
5 C 0.2403
6 C -1.0290
7 C -0.5612
8 N 0.2946

[3]
ORCA calculation (the ωB97M-V functional and the def2-TZVPD basis) on a structure of composition C19H28BF4LaO2 in a non-equilibrium geometry.

The calculation puts the HOMO energy at -6.7 eV. For the molar mass, the calculation gives 514.1 g mol⁻¹. The value obtained for the lowest unoccupied orbital energy is -0.1 eV. Its HOMO-LUMO gap is 6.67 eV. The energy above the lowest of the compared OMol25 structures with the same formula, charge and spin comes out at 0.0 kcal per mole.

ORCA input file:
```
! wB97M-V def2-TZVPD RIJCOSX def2/J DEFGRID3
* xyz 0 1
O -0.30 1.15 -0.76
C 1.11 1.42 -1.25
C 0.61 2.66 -2.01
H 1.57 0.60 -1.89
H 1.84 1.54 -0.43
C -0.84 2.39 -1.44
H 0.98 2.37 -3.04
H 0.94 3.68 -1.71
C -1.83 1.94 -2.52
H -1.53 1.00 -3.01
H -2.00 2.72 -3.32
H -2.77 1.56 -2.06
C -1.54 3.21 -0.27
H -0.98 3.73 0.54
H -2.17 2.52 0.34
H -2.23 4.02 -0.58
La 0.17 -0.83 1.24
C 1.06 1.71 3.12
C 2.16 0.84 3.33
C 3.09 1.02 2.24
H 2.28 0.21 4.21
C 2.63 2.11 1.44
C 1.33 2.47 1.94
H 0.80 3.33 1.57
H 0.21 1.83 3.83
H 4.06 0.54 2.09
H 3.06 2.54 0.53
C -1.84 -1.13 3.00
C -2.31 0.10 2.47
C -2.63 -0.13 1.11
H -2.52 1.01 3.02
C -2.44 -1.48 0.81
C -1.91 -2.12 1.97
H -1.69 -3.18 2.09
H -1.62 -1.35 4.05
H -3.14 0.56 0.47
H -2.81 -1.95 -0.11
O -0.35 -1.58 -1.79
C -0.78 -1.46 -3.35
C 0.30 -2.17 -4.16
H -0.94 -0.39 -3.62
H -1.80 -1.89 -3.53
C 1.19 -2.95 -3.08
H 0.88 -1.54 -4.86
H -0.13 -2.98 -4.80
C 0.63 -2.65 -1.61
H 2.29 -2.87 -3.24
H 0.94 -3.99 -3.31
H 1.38 -2.27 -0.83
H 0.26 -3.67 -1.23
F 1.56 -2.55 2.20
B 1.47 -2.48 3.82
F 2.72 -2.19 4.23
F 0.58 -1.34 3.86
F 0.97 -3.67 4.27
*
```

Results of the Mulliken charge analysis, in e, for atoms 1 through 8:
1 O -0.0650
2 C 0.2071
3 C -0.6656
4 H 0.1240
5 H -0.5318
6 C 0.8314
7 H 0.2852
8 H 0.3342